{"formula": "C26H78O13", "method": "ωB97M-V/def2-TZVPD", "relative_energy_ev": 7.209, "homo_lumo_gap_ev": 9.93, "multiplicity": 1, "symbols": ["C", "C", "O", "H", "H", "H", "H", "H", "H", "C", "C", "O", "H", "H", "H", "H", "H", "H", "C", "C", "O", "H", "H", "H", "H", "H", "H", "C", "C", "O", "H", "H", "H", "H", "H", "H", "C", "C", "O", "H", "H", "H", "H", "H", "H", "C", "C", "O", "H", "H", "H", "H", "H", "H", "C", "C", "O", "H", "H", "H", "H", "H", "H", "C", "C", "O", "H", "H", "H", "H", "H", "H", "C", "C", "O", "H", "H", "H", "H", "H", "H", "C", "C", "O", "H", "H", "H", "H", "H", "H", "C", "C", "O", "H", "H", "H", "H", "H", "H", "C", "C", "O", "H", "H", "H", "H", "H", "H", "C", "C", "O", "H", "H", "H", "H", "H", "H"], "xyz": [[-21.8818, 14.8252, 5.0967], [-22.7857, 14.9905, 3.9181], [-24.0575, 14.8602, 4.4570], [-22.2723, 15.5136, 5.8461], [-20.8580, 15.1623, 4.9346], [-21.8422, 13.8114, 5.4950], [-22.6048, 14.1423, 3.2578], [-22.6216, 15.8647, 3.2880], [-24.6722, 15.4278, 3.9864], [-16.6143, 19.1153, -5.7023], [-17.9458, 18.4632, -5.2269], [-18.5799, 19.2041, -4.2048], [-16.3508, 18.6120, -6.6325], [-15.7169, 19.1218, -5.0836], [-16.7924, 20.1882, -5.7738], [-17.7318, 17.4731, -4.8244], [-18.6496, 18.2100, -6.0197], [-19.5179, 19.2844, -4.3926], [-29.6656, 14.2963, 0.1103], [-30.2003, 15.2066, -0.9071], [-29.5742, 16.4000, -0.5418], [-28.6408, 13.9843, -0.0911], [-30.2499, 13.3761, 0.1140], [-29.6592, 14.6957, 1.1245], [-31.2510, 15.4702, -0.7856], [-30.1297, 14.7279, -1.8838], [-29.7651, 16.4898, 0.3947], [-27.1069, 14.1486, -7.4180], [-27.6087, 12.9063, -6.6682], [-28.7676, 12.3553, -7.2681], [-26.1530, 14.5555, -7.0824], [-27.7620, 15.0197, -7.4224], [-26.9648, 13.7864, -8.4362], [-27.8598, 13.1502, -5.6359], [-26.8470, 12.1321, -6.5760], [-29.3775, 11.9882, -6.6240], [-26.7834, 10.8274, 3.0567], [-27.1576, 9.4565, 2.6249], [-28.3961, 9.3287, 1.8722], [-27.5365, 11.3066, 3.6822], [-26.6495, 11.4937, 2.2044], [-25.9190, 10.8333, 3.7208], [-27.1248, 8.7858, 3.4836], [-26.3115, 9.0928, 2.0419], [-29.0927, 9.8171, 2.3169], [-19.1069, 19.9690, 1.6125], [-17.6697, 20.3618, 1.4928], [-17.2802, 20.4712, 2.8542], [-19.6996, 20.5537, 2.3160], [-19.0762, 18.9568, 2.0156], [-19.4151, 19.8748, 0.5712], [-17.5925, 21.2216, 0.8275], [-17.0907, 19.4992, 1.1628], [-16.3231, 20.5101, 2.9177], [-24.0249, 22.2470, -4.1043], [-23.7919, 20.8388, -4.7551], [-22.9035, 20.1758, -3.8717], [-24.5041, 23.0345, -4.6860], [-23.0636, 22.7463, -3.9833], [-24.5078, 22.2389, -3.1272], [-23.5074, 20.7885, -5.8061], [-24.7083, 20.2545, -4.6723], [-23.4374, 19.5808, -3.3401], [-24.6828, 20.3342, 3.4642], [-25.1496, 19.3830, 2.3351], [-25.9649, 18.3516, 2.8578], [-23.9594, 19.7941, 4.0749], [-25.4623, 20.7901, 4.0746], [-24.2052, 21.2078, 3.0205], [-24.2590, 19.0060, 1.8322], [-25.8042, 19.8565, 1.6034], [-26.8809, 18.4559, 2.5903], [-22.8688, 15.4319, -2.0878], [-24.4306, 15.4517, -1.7530], [-24.9844, 16.6797, -2.1924], [-22.3964, 14.5447, -1.6662], [-22.2706, 16.2068, -1.6083], [-22.6688, 15.4837, -3.1581], [-24.5829, 15.1900, -0.7059], [-24.9414, 14.6383, -2.2683], [-25.9243, 16.7072, -1.9990], [-15.8214, 14.5037, -1.2563], [-15.1331, 14.1161, 0.0394], [-13.6728, 14.1640, -0.1386], [-16.9018, 14.5679, -1.1269], [-15.7195, 13.8135, -2.0938], [-15.6571, 15.5650, -1.4424], [-15.3336, 13.0651, 0.2473], [-15.3482, 14.7704, 0.8842], [-13.2239, 14.5877, 0.5967], [-20.4830, 13.3513, -8.1931], [-21.2765, 12.2791, -9.0551], [-21.3084, 10.9767, -8.5659], [-20.9872, 13.5783, -7.2537], [-20.2581, 14.2732, -8.7295], [-19.5229, 12.9152, -7.9174], [-20.8088, 12.4223, -10.0292], [-22.3169, 12.5721, -9.1953], [-21.4261, 10.2624, -9.1964], [-29.2954, 21.2285, -3.6993], [-30.7713, 20.8495, -3.5568], [-31.0395, 20.3053, -2.2878], [-29.1643, 21.8458, -4.5881], [-28.5962, 20.3936, -3.7452], [-28.9252, 21.8485, -2.8828], [-30.9740, 20.1741, -4.3880], [-31.4044, 21.7228, -3.7133], [-30.8072, 19.3795, -2.1860], [-22.1506, 9.5251, 0.1944], [-22.0125, 8.0251, 0.4840], [-22.1306, 7.9526, 1.8655], [-22.6533, 9.6058, -0.7694], [-21.2318, 10.1015, 0.3023], [-22.8928, 9.9440, 0.8739], [-21.1119, 7.5299, 0.1209], [-22.8083, 7.3503, 0.1687], [-21.9289, 7.0885, 2.2319]], "forces_ev_per_angstrom": [[1.005, 1.147, 0.627], [0.955, -1.447, -0.573], [-1.683, 0.415, -0.001], [0.041, -0.223, 0.365], [0.126, -0.170, -0.316], [-0.277, 0.063, -0.114], [0.012, -0.164, -0.435], [-0.075, 0.447, 0.458], [-0.140, -0.011, -0.034], [-1.072, 0.196, -0.035], [1.040, -0.767, 0.662], [-0.018, 0.446, 0.135], [0.100, 0.492, -0.244], [-0.385, -0.842, 0.647], [-0.185, 0.029, -0.837], [0.301, -0.224, 0.209], [0.182, 0.660, -0.518], [-0.011, 0.024, 0.013], [-0.232, -2.866, 0.735], [-1.320, 0.159, 1.445], [1.375, 2.352, -1.744], [0.076, 0.231, -0.221], [-0.014, -0.303, 0.293], [-0.287, 0.102, 0.010], [-0.542, -0.912, -0.011], [0.880, 1.069, -0.442], [0.085, 0.186, -0.099], [-0.012, -0.678, -0.466], [-0.176, 0.539, 1.308], [-0.178, 0.169, -0.905], [0.145, -0.518, 0.305], [-0.480, -0.395, 0.036], [0.031, 0.430, -0.263], [0.068, 0.289, 0.221], [0.327, 0.061, -0.379], [0.282, 0.102, 0.147], [-0.555, 1.277, 0.445], [-0.012, -0.846, -0.084], [1.324, 0.061, 0.280], [-0.434, -0.086, 0.006], [0.304, -0.015, 0.001], [0.339, -0.170, -0.401], [-0.577, -0.106, 0.230], [-0.452, -0.176, -0.716], [0.085, 0.075, 0.230], [0.270, -1.446, -0.744], [-0.215, -0.900, 1.204], [0.670, 1.131, 0.482], [0.026, 0.415, -0.593], [-0.354, -0.105, 0.089], [-1.048, 0.255, 0.185], [0.651, 0.369, 0.393], [-0.096, 0.173, -1.053], [0.087, 0.101, 0.027], [0.713, 0.527, -1.120], [-1.580, 0.725, 1.850], [0.884, -0.476, -0.282], [-0.698, -0.498, -0.481], [0.406, -0.449, 0.349], [0.018, -0.501, -0.098], [0.533, 0.408, 0.210], [-0.459, 0.282, -0.480], [0.211, -0.101, 0.060], [0.020, 0.039, -0.871], [-0.942, 1.146, 0.605], [0.279, -1.212, 0.532], [-0.097, 0.187, 0.191], [-0.299, -0.589, 0.029], [0.429, -0.113, -0.153], [-0.156, -0.371, -0.033], [0.576, 0.668, -0.243], [0.225, 0.182, -0.063], [-1.115, -0.118, 0.563], [1.720, -0.486, -0.734], [0.297, 0.289, 0.307], [-0.338, -0.433, -0.269], [-0.578, 0.536, 0.033], [-0.199, -0.087, 0.032], [0.033, 0.696, 0.382], [0.245, -0.225, -0.397], [-0.086, -0.107, 0.087], [-1.025, 0.901, 0.710], [1.692, -0.473, -0.459], [-0.584, -0.018, -0.516], [-0.310, -0.514, 0.514], [0.718, 0.306, 0.055], [0.793, -0.167, -0.713], [-0.354, 0.104, 0.432], [-0.581, -0.138, -0.127], [-0.356, 0.005, 0.101], [-0.501, -1.747, 0.355], [0.015, 2.110, -0.723], [0.887, -0.579, 1.394], [-0.109, 0.092, -0.069], [-0.401, -0.152, -0.231], [0.092, -0.080, -0.042], [0.081, -0.758, -0.350], [-0.093, 0.546, 0.091], [0.025, 0.571, -0.420], [0.178, 0.728, 0.062], [1.333, -0.247, -0.383], [-0.688, 0.204, 0.520], [0.062, -0.145, -0.254], [-0.297, -0.290, -0.161], [-0.334, 0.048, 0.252], [-0.406, -0.334, 0.085], [-0.014, 0.001, 0.334], [0.196, 0.000, -0.428], [-0.969, -0.896, -0.680], [-0.360, -0.262, 0.196], [0.535, 0.115, 2.441], [0.606, 0.463, -0.397], [-0.026, -0.243, -0.297], [0.131, -0.168, 0.302], [0.486, 0.486, -0.109], [-0.476, 0.632, -1.203], [0.057, -0.117, -0.249]], "mulliken_charge": [-1.081, -0.069, -0.522, 0.280, 0.347, 0.262, 0.170, 0.312, 0.296, -0.963, -0.222, -0.496, 0.301, 0.289, 0.275, 0.218, 0.323, 0.272, -1.073, -0.151, -0.479, 0.217, 0.303, 0.387, 0.236, 0.297, 0.266, -0.999, -0.125, -0.529, 0.326, 0.288, 0.271, 0.231, 0.229, 0.309, -1.039, -0.174, -0.509, 0.394, 0.243, 0.322, 0.265, 0.205, 0.294, -0.978, -0.150, -0.520, 0.292, 0.249, 0.317, 0.271, 0.232, 0.287, -0.991, -0.171, -0.460, 0.363, 0.306, 0.239, 0.268, 0.165, 0.283, -1.000, -0.165, -0.508, 0.258, 0.297, 0.333, 0.191, 0.314, 0.283, -1.119, -0.117, -0.487, 0.355, 0.308, 0.280, 0.261, 0.249, 0.269, -0.977, -0.167, -0.535, 0.335, 0.295, 0.272, 0.188, 0.299, 0.291, -0.936, -0.209, -0.530, 0.229, 0.330, 0.295, 0.261, 0.253, 0.308, -0.931, -0.248, -0.507, 0.322, 0.261, 0.287, 0.237, 0.288, 0.289, -0.911, -0.226, -0.534, 0.305, 0.294, 0.240, 0.301, 0.250, 0.282]}